Entry from the OMol25 dataset: C19H11CuN2O3S as an isolated structure (the ωB97M-V functional and the def2-TZVPD basis).

Last column: natural (NBO) charge in e.
CARTESIAN COORDINATES (ANGSTROEM)
Cu  0.06068  -0.03778  0.06341  0.72
S  -0.80662  -9.18147  0.03061  0.15
O  2.73773  -0.23115  -2.16036  -0.63
O  -1.40961  1.65324  -2.53523  -0.62
O  -1.86711  -10.04334  -2.24145  -0.55
N  0.57359  0.59645  -1.92206  -0.71
N  0.03104  2.38572  2.03226  -0.66
C  -0.41658  -4.58904  0.03402  -0.06
C  0.04142  1.48198  1.30017  -0.19
C  0.65719  -5.42708  0.40846  -0.22
C  0.45770  1.58567  -4.05301  -0.13
C  2.21598  1.67919  -6.16090  -0.23
C  -1.61108  -5.23459  -0.35700  -0.22
C  1.74558  0.34721  -2.57412  0.63
C  0.99403  2.34446  -6.23545  -0.24
C  0.08917  2.29872  -5.17340  -0.19
C  -0.65294  -7.41503  0.01501  -0.28
C  -0.94140  -9.43985  -1.76979  0.46
C  2.57534  0.97018  -5.01325  -0.23
C  -0.19284  -1.95889  0.05311  -0.36
C  -1.72995  -6.60989  -0.35822  -0.21
C  -0.25914  1.30455  -2.74117  0.64
C  0.54179  -6.80214  0.39635  -0.21
C  1.67631  0.95135  -3.96871  -0.04
C  0.19942  -8.90148  -2.59587  -0.73
C  -0.29889  -3.18672  0.05301  -0.27
H  -0.05364  -8.94966  -3.65243  0.22
H  1.58697  -4.95770  0.70200  0.22
H  -0.86973  2.80105  -5.21689  0.21
H  1.38510  -7.42015  0.68331  0.20
H  0.74821  2.90584  -7.13030  0.19
H  -2.66218  -7.07491  -0.65884  0.21
H  -2.44730  -4.61588  -0.65537  0.22
H  2.89388  1.71679  -7.00673  0.19
H  1.07989  -9.51283  -2.39007  0.23
H  0.43168  -7.87870  -2.30331  0.26
H  3.52143  0.44784  -4.93698  0.21

Force components x, y, z for each atom (eV/Å):
0.0 -0.1 0.0
-0.3 0.0 -0.3
0.0 0.0 0.0
0.0 0.1 0.1
0.1 -0.2 0.0
0.0 0.1 -0.3
0.0 0.0 0.0
0.0 -0.1 0.0
0.0 0.0 0.0
0.0 0.1 0.0
-0.1 0.0 0.0
0.0 0.0 0.0
0.0 0.1 0.0
0.0 0.0 0.0
0.0 0.0 0.0
0.0 0.0 0.0
0.2 0.1 0.1
0.1 0.0 0.0
0.0 0.0 0.0
0.0 0.0 0.1
0.0 0.0 0.0
0.0 -0.1 -0.1
0.0 0.0 0.0
0.0 0.0 0.1
-0.1 0.1 0.1
0.0 0.1 -0.1
0.0 0.0 0.0
0.0 0.0 0.0
0.0 0.0 0.0
0.0 0.0 0.0
0.0 0.0 0.0
0.0 0.0 0.0
0.0 0.0 0.0
0.0 0.0 0.0
0.0 0.0 0.0
0.0 0.0 0.0
0.0 0.0 0.0

E_tot (a.u.): -3104.5765
Molecular weight (u): 410.9
Highest occupied orbital energy (eV): -1.32
Net charge: -2



Entry from the OMol25 dataset: a 12-piece molecular cluster, C7H31NO11 overall at a distorted geometry (the ωB97M-V functional and the def2-TZVPD basis).

Last column: natural (NBO) charge in e.
CARTESIAN COORDINATES (ANGSTROEM)
O  -0.55747  3.74615  2.77061  -0.95
O  -2.47487  0.42206  -1.58049  -0.99
O  0.56734  -4.77578  0.82443  -0.91
O  -5.10264  1.47296  -0.50256  -0.95
O  -2.52255  2.31385  1.09760  -0.99
O  -0.12139  1.80393  -2.76801  -0.94
O  3.14101  -2.92191  -0.96189  -0.96
O  -0.79550  -1.18909  -3.60598  -0.98
O  1.56428  -2.95780  -3.41797  -0.96
O  -5.51135  -1.23622  1.82365  -0.96
O  3.41786  -0.44748  -1.57177  -0.93
N  0.67042  -0.85045  2.28796  -0.50
C  1.67067  1.02191  3.54984  -0.67
C  1.69166  2.16943  0.64295  -0.22
C  1.20474  0.38154  2.29058  0.17
C  0.14930  -1.13573  1.04159  -0.08
C  0.29264  -0.01876  0.27145  -0.31
C  0.91303  1.00975  1.07111  -0.18
C  2.67881  2.25945  -0.23013  -0.40
H  2.74999  1.19573  3.58567  0.23
H  0.58929  1.51574  -3.34344  0.47
H  -3.19461  1.82772  1.57194  0.49
H  -4.16739  1.54808  -0.76242  0.48
H  -4.79901  -1.46029  2.41006  0.47
H  3.22136  1.49349  -0.76240  0.22
H  -5.48187  -0.36376  1.43611  0.49
H  0.65231  -1.61792  2.93722  0.42
H  1.05668  -3.47983  -2.80353  0.48
H  -1.78442  0.71236  -2.20549  0.50
H  3.05448  -0.43341  -2.46932  0.46
H  -0.17592  -4.26924  1.18176  0.45
H  -0.08977  -0.00702  -0.73827  0.23
H  0.23819  1.56490  -1.90266  0.47
H  4.03851  -3.01548  -1.28562  0.48
H  -1.36982  3.66237  2.25016  0.49
H  2.55363  -0.37558  -1.13483  0.47
H  3.18450  3.18298  -0.51373  0.20
H  0.09327  -1.38420  -3.92416  0.50
H  -1.40918  -1.81743  -3.99308  0.48
H  2.46159  -3.04143  -3.09778  0.49
H  1.51140  0.51226  4.50469  0.23
H  3.19873  -2.48251  -0.11601  0.48
H  -5.37149  2.29729  -0.93086  0.47
H  -0.20343  2.91895  2.40365  0.46
H  -2.37744  -0.52675  -1.73022  0.48
H  -0.32219  -2.08801  0.91280  0.19
H  1.43843  3.04475  1.24438  0.21
H  -2.21323  1.91572  0.28230  0.50
H  1.20551  1.99062  3.76661  0.25
H  0.83591  -4.08790  0.19352  0.47

Force components x, y, z for each atom (eV/Å):
-0.1 -0.8 -0.7
0.6 -0.1 -0.4
-0.4 1.3 -0.3
0.7 0.8 -0.5
0.6 1.3 0.5
0.1 -0.2 0.4
-0.5 -1.2 -0.1
-0.2 0.4 0.4
-0.1 0.3 -0.7
-1.1 -0.9 -0.4
-0.9 0.6 -0.7
-0.6 -1.5 -1.4
1.0 0.7 1.1
-0.6 1.2 0.8
-1.1 1.4 1.0
0.2 0.5 0.7
-0.1 -0.1 -0.3
1.4 -2.6 -0.2
1.1 0.4 -0.9
0.0 0.1 -0.4
0.0 0.0 -0.5
-0.1 -0.5 -0.6
0.0 -0.9 0.2
0.5 0.6 0.1
-0.8 -0.7 0.1
0.6 0.3 0.1
0.4 0.7 0.8
-0.3 -0.2 0.4
-0.2 0.5 0.0
0.7 -0.2 -0.3
-0.2 -0.7 0.5
0.1 0.3 0.0
-0.1 0.4 0.1
0.2 0.2 0.2
-0.5 0.6 0.2
0.3 -0.2 0.7
-0.5 0.4 0.7
-0.1 -0.5 0.0
0.2 -0.1 -0.2
0.2 0.1 0.3
-0.4 -0.7 -0.5
0.2 0.2 0.2
-0.8 -0.1 0.3
0.5 0.1 0.5
-0.4 -0.1 0.4
-0.2 -0.1 -0.4
0.2 0.4 -0.5
-0.4 -0.8 0.1
0.0 0.0 -0.5
0.7 -0.6 -0.2

E_tot (a.u.): -1167.6366
Structure (SMILES): C=Cc1cc[nH]c1C.O.O.O.O.O.O.O.O.O.O.O
Molecular weight (u): 305.3
Highest occupied orbital energy (eV): -8.59
Net charge: 0



Entry from the OMol25 dataset: C13H42BHgO6 as an isolated structure at a distorted geometry (the ωB97M-V functional and the def2-TZVPD basis).

Last column: natural (NBO) charge in e.
CARTESIAN COORDINATES (ANGSTROEM)
Hg  2.99702  -1.75170  -1.08695  1.49
O  0.72694  -1.02630  -5.20106  -0.73
O  -1.14965  -1.17794  2.49730  -0.75
O  1.27917  3.05309  4.66026  -0.71
O  -0.14329  -3.13331  0.26989  -0.80
O  1.51593  -0.98112  0.36194  -0.92
O  -1.71559  -1.36205  -0.89777  -0.78
C  -3.89858  -2.06957  -1.43968  -0.63
C  -0.20609  -1.52858  3.54596  0.10
C  0.67586  -0.31479  3.73218  -0.67
C  -0.39267  -0.55065  -4.45755  0.10
C  -3.48583  0.27129  -0.65201  -0.65
C  3.23700  3.99759  3.56480  -0.63
C  -1.04958  -1.91776  4.75676  -0.62
C  1.16380  3.68098  2.27672  -0.63
C  1.09871  0.32167  0.05090  -0.28
C  2.00316  3.08254  3.42668  0.10
C  -0.19420  0.86374  -3.95070  -0.64
C  -1.56438  -0.62608  -5.42603  -0.62
C  -2.94707  -0.87619  -1.48766  0.09
B  3.20243  -0.88693  -3.28742  -0.88
H  2.94170  5.04488  3.59068  0.21
H  1.63702  3.43763  1.32543  0.20
H  0.70170  0.92519  -3.32653  0.19
H  -4.01719  -2.52037  -0.45463  0.22
H  0.12350  3.35166  2.28071  0.21
H  -1.01172  -2.75751  -0.05410  0.59
H  -1.11616  -0.21788  2.44452  0.47
H  0.14298  0.42618  4.34061  0.23
H  -4.55436  0.39798  -0.81852  0.24
H  -3.28433  0.12160  0.41309  0.22
H  2.34328  2.07898  3.14620  0.14
H  -2.42993  -0.11073  -5.00349  0.20
H  1.16862  4.76163  2.40409  0.22
H  -1.85166  -1.66203  -5.61459  0.22
H  -0.38505  -2.09718  5.60460  0.21
H  -3.02796  1.25502  -0.81011  0.21
H  3.68989  3.78769  4.53536  0.21
H  1.87344  1.04237  0.33337  0.19
H  -1.64184  -2.79746  4.52031  0.22
H  -0.01996  1.59644  -4.74333  0.23
H  -1.17497  -0.56325  -0.82336  0.49
H  0.44522  -2.35662  3.24665  0.16
H  3.59106  -1.97982  -3.52656  0.03
H  1.74450  2.35334  5.13242  0.46
H  1.53502  -0.46779  4.39563  0.23
H  3.89982  -0.36171  -2.45127  -0.01
H  1.05544  0.06960  2.78922  0.21
H  2.13502  -1.04836  -2.75479  -0.05
H  0.20341  -3.78820  -0.35590  0.54
H  0.17433  0.60985  0.56541  0.19
H  1.52266  -0.84671  -4.67236  0.48
H  -3.51898  -2.88836  -2.05951  0.21
H  3.88637  3.82897  2.70597  0.21
H  2.98794  -0.19226  -4.19704  0.13
H  -1.31099  -0.20360  -6.39608  0.23
H  -1.70158  -1.08152  5.00657  0.22
H  -1.07051  1.22498  -3.40680  0.21
H  -4.84775  -1.77237  -1.88382  0.23
H  0.92093  0.43386  -1.02963  0.17
H  0.53190  -2.38613  0.43599  0.57
H  -2.86890  -0.54464  -2.52535  0.19
H  -0.57503  -1.17128  -3.56562  0.13

Force components x, y, z for each atom (eV/Å):
-0.8 1.8 -0.4
0.2 0.1 0.7
0.5 -0.6 -0.5
0.3 -0.6 -0.6
0.2 -0.5 0.3
0.4 -2.3 0.2
0.5 0.6 -0.7
0.3 -0.2 -0.8
-0.4 0.5 0.0
0.3 0.2 1.6
-0.2 0.3 -0.8
0.2 0.7 0.6
-0.5 -0.6 0.4
0.9 0.3 -0.1
-0.1 -0.3 0.8
0.4 0.7 -0.9
0.2 1.4 -0.8
0.4 0.6 -0.1
-0.3 -0.4 0.4
-1.4 -0.7 1.0
0.5 -1.5 1.6
-0.1 0.0 -0.1
-0.1 0.1 -0.1
-0.1 0.0 0.2
-0.2 0.5 0.2
0.1 -0.2 0.0
-0.1 0.8 -0.2
-0.2 0.0 0.0
-0.3 0.4 -0.7
0.0 0.0 0.1
-0.4 -0.5 0.0
-0.1 -0.1 0.2
0.0 0.0 -0.2
-0.2 0.1 -0.2
0.0 0.0 0.1
-0.2 -0.2 0.1
0.1 -0.2 -0.6
0.5 -0.1 -0.3
-0.1 0.0 0.0
0.0 0.0 0.1
-0.1 -0.3 -0.2
0.3 -0.3 0.2
-0.4 -0.2 -0.4
0.5 -0.6 -0.6
-0.3 0.2 0.5
0.1 -0.6 -0.3
1.0 0.8 0.4
-0.1 0.1 0.0
-1.7 0.1 0.1
-0.2 0.0 0.0
0.1 -0.4 0.2
-0.4 -0.2 -0.5
0.1 0.2 -0.2
0.3 0.1 0.2
0.2 0.6 -0.4
0.1 0.3 0.1
-0.1 -0.1 0.0
0.1 -0.1 0.2
-0.1 -0.1 0.3
0.0 0.1 0.1
-0.1 1.0 -0.1
0.7 -0.2 0.0
0.0 -0.3 -0.2

E_tot (a.u.): -1149.7576
Molecular weight (u): 505.9
Highest occupied orbital energy (eV): -12.37
Net charge: +1